Record 1
The following is a quantum chemistry calculation of a single C17H13N5O molecule at a distorted geometry, from the OMol25 dataset.

Each line ends with the Mulliken charge.
Positions of all 36 atoms, in Å:
C1 -0.922 -3.066 5.762  -1.313
C2 -0.042 -2.289 4.864  0.803
C3 0.867 -1.422 5.350  -0.367
C4 1.714 -0.624 4.423  -0.703
C5 1.539 -0.652 3.080  -0.213
N1 0.532 -1.482 2.595  0.082
C6 -0.225 -2.352 3.382  0.267
N2 -1.059 -3.132 2.686  -0.831
C7 -0.823 -2.718 1.389  0.952
C8 -1.405 -3.213 0.258  -0.834
C9 -1.045 -2.616 -0.930  -0.332
C10 -0.075 -1.586 -0.931  0.303
N3 0.254 -1.052 -2.144  -0.622
N4 0.213 0.219 -2.353  0.922
O1 -0.393 0.986 -1.569  -0.594
C11 0.470 0.672 -3.651  -0.031
C12 0.791 2.023 -3.891  -0.267
C13 1.090 2.504 -5.177  -0.494
C14 1.011 1.672 -6.287  -0.346
C15 0.702 0.340 -6.097  -0.564
C16 0.497 -0.183 -4.796  0.080
N5 0.533 -1.157 0.181  -0.563
C17 0.097 -1.716 1.314  -0.140
H1 -1.951 -3.002 5.442  0.346
H2 -0.667 -4.146 5.743  0.270
H3 -0.838 -2.699 6.794  0.378
H4 1.024 -1.355 6.432  0.351
H5 2.543 -0.012 4.776  0.349
H6 2.187 -0.066 2.442  0.420
H7 -2.111 -4.021 0.357  0.461
H8 -1.517 -2.912 -1.859  0.424
H9 0.757 2.697 -3.053  0.430
H10 1.272 3.588 -5.251  0.307
H11 1.159 2.102 -7.266  0.385
H12 0.657 -0.288 -7.001  0.319
H13 0.271 -1.260 -4.713  0.363

Values from the calculation:
**Orbital gap**: 7.283 eV
**LUMO**: -0.6 eV
**SMILES string**: Cc1cccn2c1nc1ccc(/N=[N+](\[O-])c3ccccc3)nc12
**2S+1**: 1

---

Record 2
The following is a quantum chemistry calculation of a molecular structure, C46H45BBaN11O2S3 at a distorted geometry, from the OMol25 dataset.

Each line ends with the Mulliken charge.
Positions of all 109 atoms, in Å:
Ba1 1.345 -0.506 0.468  1.584
C1 1.610 -4.893 1.161  -0.422
C2 0.491 -5.301 0.425  -0.800
C3 -0.562 -4.438 0.256  -0.328
C4 -0.507 -3.148 0.820  0.574
N1 0.599 -2.733 1.464  -0.496
C5 1.613 -3.605 1.643  -0.038
N2 -1.659 -2.380 0.750  -0.352
C6 -1.790 -1.175 1.257  0.433
N3 -0.869 -0.289 1.697  -0.859
C7 -1.545 0.862 2.113  -0.579
N4 -1.077 1.939 2.595  -0.315
C8 0.260 2.144 2.955  0.411
C9 1.085 2.910 2.125  0.052
C10 2.342 3.266 2.581  -0.535
C11 2.744 2.875 3.849  -0.367
C12 1.860 2.111 4.591  -0.426
N5 0.647 1.740 4.170  -0.519
C13 -3.011 0.679 1.904  0.450
C14 -4.098 1.479 2.186  0.220
C15 -5.366 0.960 1.932  -0.872
C16 -5.523 -0.330 1.426  -0.812
C17 -4.412 -1.129 1.153  0.503
C18 -3.165 -0.591 1.393  -0.714
H1 2.451 -5.546 1.344  0.506
H2 0.452 -6.295 -0.006  0.382
H3 -1.448 -4.712 -0.303  0.440
H4 2.464 -3.227 2.209  0.222
H5 0.720 3.210 1.152  0.258
H6 3.001 3.850 1.951  0.443
H7 3.723 3.125 4.238  0.351
H8 2.139 1.767 5.584  0.398
H9 -3.968 2.478 2.591  0.549
H10 -6.245 1.563 2.136  0.414
H11 -6.521 -0.717 1.255  0.418
H12 -4.511 -2.138 0.766  0.526
C19 5.244 2.014 -0.883  -0.771
N6 5.733 0.830 -0.196  0.345
C20 6.778 0.790 0.720  -0.465
C21 6.876 -0.486 1.124  -0.560
N7 5.908 -1.230 0.468  0.213
B1 5.625 -2.727 0.775  0.528
N8 5.143 -2.900 2.286  0.292
C22 5.371 -4.102 2.941  -0.803
C23 4.816 -4.039 4.163  -0.347
N9 4.232 -2.787 4.261  0.412
C24 3.539 -2.289 5.437  -0.937
C25 4.441 -2.077 3.102  -0.879
S1 3.863 -0.483 2.853  -0.113
C26 5.208 -0.415 -0.358  -0.623
S2 3.958 -0.799 -1.462  -0.291
H13 5.749 2.883 -0.466  0.311
H14 4.173 2.113 -0.749  0.233
H15 5.438 1.950 -1.951  0.298
H16 7.323 1.673 1.008  0.432
H17 7.538 -0.935 1.849  0.484
H18 4.756 -3.149 0.052  -0.242
H19 6.665 -3.356 0.676  -0.209
H20 5.913 -4.902 2.459  0.457
H21 4.755 -4.768 4.957  0.447
H22 2.865 -3.055 5.818  0.349
H23 2.969 -1.413 5.147  0.246
H24 4.247 -2.008 6.218  0.319
C27 -2.726 8.045 -1.262  -0.981
C28 -4.210 8.009 -1.535  0.680
O1 -4.900 8.996 -1.585  -0.565
S3 -5.001 6.431 -1.836  -0.130
C29 -3.717 5.242 -1.566  -0.189
C30 -3.071 4.665 -2.655  -0.585
C31 -2.086 3.708 -2.454  -0.412
C32 -1.722 3.302 -1.165  0.458
C33 -2.386 3.891 -0.075  0.199
C34 -3.378 4.838 -0.276  -0.862
C35 -0.710 2.301 -0.961  -0.814
C36 0.172 1.453 -0.773  -0.612
H25 -2.486 7.496 -0.352  0.295
H26 -2.421 9.084 -1.161  0.314
H27 -2.180 7.568 -2.079  0.308
H28 -3.339 4.976 -3.659  0.441
H29 -1.577 3.265 -3.302  0.546
H30 -2.113 3.578 0.928  0.513
H31 -3.897 5.271 0.572  0.469
C37 -3.253 0.053 -2.098  0.207
C38 -2.638 -0.252 -3.464  -1.243
N10 -3.117 -1.509 -4.061  0.251
C39 -4.496 -1.525 -4.549  -0.838
C40 -5.464 -2.211 -3.589  -0.990
C41 -2.401 -2.658 -4.229  0.271
O2 -2.882 -3.644 -4.784  -0.677
C42 -0.995 -2.732 -3.698  0.247
C43 0.017 -3.270 -4.480  -0.350
C44 1.292 -3.385 -3.949  -1.263
C45 1.523 -2.942 -2.651  -0.565
N11 0.544 -2.432 -1.894  0.734
C46 -0.683 -2.358 -2.407  -0.506
H32 -2.694 0.855 -1.608  -0.668
H33 -3.214 -0.824 -1.445  0.055
H34 -4.299 0.365 -2.187  0.579
H35 -1.559 -0.278 -3.386  0.419
H36 -2.880 0.555 -4.159  0.466
H37 -4.510 -2.047 -5.502  0.456
H38 -4.789 -0.489 -4.718  0.403
H39 -5.159 -3.249 -3.443  0.303
H40 -6.477 -2.204 -4.002  0.391
H41 -5.481 -1.710 -2.619  0.174
H42 -0.211 -3.604 -5.486  0.489
H43 2.108 -3.799 -4.529  0.439
H44 2.518 -2.972 -2.213  0.502
H45 -1.452 -1.984 -1.734  0.813

Values from the calculation:
**Orbital gap**: 7.477 eV
**LUMO**: 2.2 eV
**Total charge**: -1
**2S+1**: 1

---

These records have DFT total energy values of -1004.5524 -3777.8700 a.u., in the order they appear.
These records have energy above the lowest of the compared OMol25 structures with the same formula, charge and spin values of 17.38 26.44 kcal/mol, in the order they appear.